[1]
A structure of composition C27H41MoNP2 in a non-equilibrium geometry. Source: the Open Molecules 2025 dataset; level of theory: ωB97M-V/def2-TZVPD.

Last column: Löwdin charge in e.
Positions of all 72 atoms, in Å:
P: 0.15856 -2.20382 -3.96059  1.00
P: 0.25294 1.04820 -3.80427  0.94
C: -0.19985 -1.19005 -5.47520  -0.39
C: 0.52370 0.15882 -5.42892  -0.41
H: -1.29515 -1.05807 -5.52327  0.09
H: 0.11882 -1.78085 -6.34667  0.11
H: 1.61525 0.03180 -5.54200  0.08
H: 0.16942 0.82514 -6.22905  0.10
C: -1.41860 1.72828 -4.19407  -0.24
H: -1.69522 2.44935 -3.41387  0.05
H: -2.16518 0.92049 -4.20816  0.05
H: -1.41317 2.23391 -5.16829  0.06
C: 1.33320 2.46653 -4.24188  -0.25
H: 0.98828 2.94778 -5.16853  0.06
H: 2.35807 2.09490 -4.38574  0.05
H: 1.32296 3.19052 -3.42040  0.05
C: -0.90464 -3.62523 -4.39540  -0.23
H: -0.81020 -4.39497 -3.62162  0.06
H: -0.61860 -4.04263 -5.37165  0.07
H: -1.94663 -3.27864 -4.43889  0.06
C: 1.83776 -2.80451 -4.41547  -0.22
H: 2.55727 -1.97282 -4.40147  0.06
H: 1.83128 -3.25844 -5.41443  0.07
H: 2.15471 -3.55750 -3.68126  0.06
Mo: 0.09188 -0.31886 1.52318  1.53
C: 0.84431 0.95560 -0.23871  -0.26
C: -0.57557 0.87243 -0.32699  -0.24
C: -1.37414 -0.02810 -1.21626  -0.26
C: -1.80615 -1.38682 -0.62320  -0.18
C: -0.79898 -1.97722 0.31897  -0.24
C: 0.62096 -1.95261 0.10377  -0.27
C: 1.31329 -1.37209 -1.08960  -0.23
C: 1.81630 0.07663 -0.94179  -0.20
C: 0.59237 -1.98481 2.80932  -0.19
H: 1.25182 1.93154 0.01751  0.10
H: -1.09692 1.80784 -0.09725  0.11
H: -0.85017 -0.21801 -2.17363  -0.01
H: -2.29839 0.50331 -1.50166  0.12
H: -2.76012 -1.24647 -0.08370  0.13
H: -2.03702 -2.07521 -1.45874  0.12
H: -1.20366 -2.77888 0.95179  0.12
H: 1.21429 -2.76454 0.54407  0.10
H: 0.64063 -1.43571 -1.96902  -0.01
H: 2.18485 -2.00270 -1.32916  0.13
H: 2.77074 0.07116 -0.38477  0.13
H: 2.05418 0.45207 -1.95583  0.08
H: 1.37319 -1.64538 3.50900  0.03
H: 0.86064 -2.96971 2.39803  0.03
H: -0.36779 -2.09111 3.35023  0.03
C: -0.16792 4.93918 3.96282  -0.04
C: -0.05185 4.39316 2.67385  -0.06
C: -0.01826 3.01160 2.48528  -0.02
C: -0.11850 2.13298 3.59479  -0.26
C: -0.24598 2.71297 4.89023  0.02
C: -0.25302 4.09235 5.07216  -0.04
N: -0.12358 0.75571 3.43399  -0.04
C: -0.28624 0.03023 4.63542  -0.40
C: 0.79407 -0.07652 5.54682  -0.06
C: 0.61410 -0.72511 6.75907  -0.05
C: -0.64607 -1.22798 7.10172  -0.05
C: -1.72402 -1.10280 6.21778  -0.06
C: -1.55111 -0.49921 4.97528  -0.04
H: -0.19094 6.02197 4.09530  0.12
H: 0.01604 5.05122 1.80199  0.12
H: 0.07424 2.57904 1.47999  0.05
H: -0.34033 2.08197 5.77656  0.12
H: -0.32828 4.49822 6.07938  0.12
H: 1.75084 0.37437 5.26956  0.13
H: 1.45639 -0.81985 7.44483  0.12
H: -0.79577 -1.70046 8.07465  0.12
H: -2.71392 -1.47121 6.49394  0.12
H: -2.36538 -0.40242 4.25020  0.12

## Properties
- largest force on an atom (eV/A) = 4.0
- LUMO (alpha / beta) (eV) = -7.779 / -9.205
- net charge = +2
- HOMO level (alpha / beta) (eV) = -12.830 / -12.852
- Kohn-Sham gap (alpha / beta) (Ha) = 0.18562 / 0.13405
- 2S+1 = 3

[2]
A structure of composition C13H18N3SZr. Source: the Open Molecules 2025 dataset; level of theory: ωB97M-V/def2-TZVPD.

Last column: Löwdin charge in e.
Positions of all 36 atoms, in Å:
Zr: 0.26180 -0.08979 0.28063  1.86
N: 1.92989 -0.64157 -1.19947  -0.06
C: 2.45857 -1.96632 -0.69882  -0.17
C: 1.58315 -2.42798 0.46580  -0.21
C: 1.86963 -1.65109 1.78070  -0.22
C: 0.72710 -1.66520 2.80327  -0.17
N: -0.25105 -0.56601 2.45810  -0.06
H: 1.51498 -0.77919 -2.12396  0.13
H: 2.70135 0.00599 -1.36532  0.13
H: 3.48587 -1.82960 -0.36278  0.15
H: 2.47095 -2.69419 -1.50687  0.15
H: 1.74001 -3.48873 0.66605  0.16
H: 0.50968 -2.42111 0.14851  0.09
H: 2.21299 -0.60089 1.61385  0.11
H: 2.76859 -2.08929 2.21800  0.16
H: 1.09798 -1.53182 3.81707  0.15
H: 0.20247 -2.61948 2.76977  0.15
H: -0.11962 0.21071 3.11058  0.13
H: -1.20991 -0.87484 2.62749  0.13
S: -3.46059 0.36201 -1.90036  1.23
C: -3.44574 -1.32785 -1.64985  -0.30
C: -2.32747 -1.75224 -1.00628  -0.15
C: -1.44944 -0.67450 -0.67800  -0.37
C: -1.96888 0.57692 -1.12977  -0.50
C: -1.35180 1.91156 -0.97890  -0.27
C: -1.90307 3.07340 -1.48531  0.03
C: -1.24918 4.28156 -1.28297  0.06
C: -0.04654 4.31257 -0.57628  0.02
C: 0.46497 3.13431 -0.09741  -0.06
N: -0.16682 1.94689 -0.28815  -0.10
H: -4.27332 -1.92728 -2.00290  0.11
H: -2.14626 -2.79069 -0.76835  0.12
H: -2.83442 3.04132 -2.03503  0.13
H: -1.67351 5.19838 -1.67320  0.15
H: 0.48030 5.24098 -0.40461  0.14
H: 1.39731 3.11307 0.45474  0.13

## Properties
- largest force on an atom (eV/A) = 0.5
- LUMO (eV) = -11.436
- net charge = +3
- HOMO level (eV) = -18.767
- Kohn-Sham gap (Ha) = 0.26942

[3]
A structure of composition C5H9KO4 in a non-equilibrium geometry. Source: the Open Molecules 2025 dataset; level of theory: ωB97M-V/def2-TZVPD.

Last column: Löwdin charge in e.
Positions of all 19 atoms, in Å:
O: 2.48473 0.49881 1.54914  0.08
C: 1.42696 1.29463 1.53469  -0.58
C: 3.68261 1.28046 1.36693  -0.07
O: 0.31278 0.92778 1.23383  0.01
O: 1.77291 2.56659 1.64893  0.08
C: 3.20650 2.68762 1.74058  -0.07
K: -1.97648 -0.08207 0.29119  0.99
H: 4.45586 0.88645 2.03191  0.14
H: 3.53775 3.46438 1.04580  0.14
H: 3.45468 2.97025 2.76998  0.14
H: 3.99083 1.17670 0.29999  0.15
C: -2.25313 -2.62817 -2.15316  0.06
C: -3.66755 -2.20817 -2.05436  -0.32
O: -3.81053 -1.24446 -1.00534  -0.23
H: -1.77122 -2.64015 -3.13120  0.07
H: -1.80428 -3.18739 -1.32833  0.07
H: -4.31182 -3.08045 -1.82580  0.13
H: -4.02207 -1.78350 -3.00700  0.12
H: -4.70854 -0.89932 -1.00776  0.10

## Properties
- largest force on an atom (eV/A) = 1.7
- LUMO (alpha / beta) (eV) = -2.970 / -3.788
- net charge = +1
- HOMO level (alpha / beta) (eV) = -12.257 / -14.356
- Kohn-Sham gap (alpha / beta) (Ha) = 0.34129 / 0.38835
- energy above the lowest of the compared OMol25 structures with the same formula, charge and spin (kJ/mol) = 0.00
- 2S+1 = 2

[4]
A cluster of 5 separate species, C44H101N3O5P in total in a non-equilibrium geometry. Source: the Open Molecules 2025 dataset; level of theory: ωB97M-V/def2-TZVPD.

Last column: Löwdin charge in e.
Positions of all 154 atoms, in Å:
O: -8.16876 -20.16930 17.58339  0.19
C: -7.32964 -19.78886 16.69469  -0.82
O: -7.20505 -20.51436 15.70625  0.25
O: -6.77229 -18.71293 16.87646  0.20
H: -8.08135 -19.31866 18.01970  0.15
C: -14.25053 -19.56870 10.68927  -0.10
C: -14.07828 -20.61097 11.77693  -0.23
C: -12.67405 -20.49314 12.41963  -0.16
C: -12.48789 -21.32174 13.79750  -0.03
N: -11.11398 -21.16346 14.53966  -0.18
C: -9.98751 -21.50261 13.53782  -0.08
C: -9.98531 -23.04594 13.44874  -0.13
C: -10.71024 -23.59223 14.66113  -0.14
C: -10.89014 -22.31211 15.52032  -0.10
C: -10.94397 -19.69512 15.12181  -0.06
C: -12.09891 -19.14882 16.00543  -0.21
C: -11.82434 -17.82292 16.69687  -0.08
H: -14.43276 -18.55156 11.03612  0.08
H: -15.13497 -19.73552 10.07441  0.09
H: -13.38060 -19.42126 10.04928  0.08
H: -14.20114 -21.62958 11.40890  0.12
H: -14.81810 -20.47439 12.56566  0.12
H: -12.46361 -19.44780 12.64559  0.09
H: -11.87509 -20.73705 11.71943  0.10
H: -12.51575 -22.37782 13.52917  0.12
H: -13.23710 -21.09428 14.55583  0.13
H: -9.05740 -21.13939 13.97490  0.10
H: -10.20932 -20.89453 12.66080  0.11
H: -9.00970 -23.51969 13.55758  0.11
H: -10.36300 -23.55272 12.56069  0.13
H: -10.12279 -24.34865 15.18153  0.12
H: -11.70063 -24.03027 14.53727  0.12
H: -9.99137 -22.15165 16.11576  0.12
H: -11.72533 -22.42665 16.21129  0.12
H: -11.00996 -19.02210 14.26695  0.11
H: -9.97730 -19.77004 15.61985  0.11
H: -12.28752 -19.87686 16.79441  0.11
H: -12.98303 -18.95012 15.39967  0.12
H: -10.99489 -17.85891 17.40313  0.07
H: -12.73138 -17.50362 17.21013  0.10
H: -11.54414 -17.03392 15.99896  0.06
C: -12.12701 -22.72150 19.47118  -0.12
C: -11.19512 -22.17059 20.49183  -0.24
C: -9.79645 -22.84908 20.63475  -0.19
C: -9.04674 -23.15509 19.31943  -0.28
P: -7.39052 -23.91110 19.27194  1.06
C: -6.25003 -22.95573 20.30491  -0.27
C: -6.06587 -21.49740 19.87442  -0.24
C: -4.98459 -20.75830 20.72617  -0.22
C: -4.97637 -19.25780 20.46549  -0.11
C: -7.47509 -25.68566 19.94852  -0.26
C: -6.28070 -26.52215 19.72993  -0.27
C: -6.28667 -27.87748 20.56517  -0.21
C: -4.96788 -28.70204 20.41497  -0.09
C: -6.80119 -23.85924 17.50815  -0.22
C: -5.29087 -24.19000 17.28374  -0.25
C: -4.86622 -23.80564 15.95515  -0.28
C: -5.42274 -24.78031 14.87460  -0.07
H: -12.21951 -23.80706 19.43780  0.09
H: -11.82182 -22.41030 18.47213  0.04
H: -13.14777 -22.36642 19.61287  0.09
H: -11.58740 -22.11060 21.50703  0.12
H: -11.15339 -21.13189 20.16399  0.10
H: -9.88791 -23.84123 21.07676  0.11
H: -9.18093 -22.36990 21.39607  0.11
H: -8.81921 -22.19560 18.85501  0.06
H: -9.42680 -23.79300 18.52147  0.09
H: -5.33651 -23.54474 20.38665  0.10
H: -6.55967 -22.95144 21.35000  0.11
H: -6.96540 -20.88338 19.91849  0.10
H: -5.80535 -21.54234 18.81697  0.08
H: -3.98593 -21.11797 20.47839  0.11
H: -5.24405 -20.92132 21.77222  0.12
H: -4.72210 -18.88775 19.47225  0.05
H: -4.15460 -18.76636 20.98636  0.08
H: -5.90237 -18.85021 20.87108  0.08
H: -8.28703 -26.21048 19.44512  0.11
H: -7.79395 -25.57252 20.98468  0.11
H: -5.34486 -25.98269 19.87585  0.10
H: -6.28162 -26.78539 18.67219  0.10
H: -7.16335 -28.49296 20.36338  0.11
H: -6.35783 -27.64061 21.62675  0.10
H: -4.95686 -29.62502 20.99470  0.08
H: -4.12439 -28.12308 20.79104  0.07
H: -4.85051 -28.98142 19.36794  0.07
H: -7.08358 -22.85308 17.19832  0.06
H: -7.42090 -24.54435 16.92965  0.10
H: -5.02150 -25.22319 17.50300  0.12
H: -4.68478 -23.58532 17.95836  0.10
H: -3.77778 -23.78174 15.90182  0.13
H: -5.30741 -22.85468 15.65660  0.09
H: -6.48753 -24.61253 14.71276  0.05
H: -5.28766 -25.81807 15.17939  0.09
H: -5.01330 -24.39611 13.94034  0.07
C: -8.71747 -15.69966 16.15360  -0.07
C: -7.67332 -15.30442 15.20392  -0.17
N: -8.01585 -14.08575 14.27196  -0.22
C: -8.00768 -12.81778 15.19758  0.06
C: -6.91814 -13.90994 13.20110  -0.17
C: -6.97854 -12.65979 12.31515  -0.03
C: -9.40213 -14.23205 13.58806  -0.04
C: -9.53346 -15.44393 12.62342  -0.14
O: -9.16042 -16.68261 13.26900  -0.23
C: -9.15677 -17.83836 12.42620  -0.09
H: -8.22741 -16.46651 16.75350  0.08
H: -9.57161 -16.17348 15.66982  0.06
H: -9.04783 -14.97082 16.89371  0.10
H: -7.44909 -16.16877 14.57884  0.10
H: -6.75943 -14.96750 15.69320  0.14
H: -8.36005 -11.98381 14.59060  0.11
H: -6.99943 -12.59360 15.54583  0.12
H: -8.68556 -12.99123 16.03334  0.10
H: -6.98172 -14.84255 12.64048  0.11
H: -5.94363 -13.95110 13.68764  0.13
H: -6.11624 -12.65244 11.64847  0.10
H: -6.83884 -11.78299 12.94745  0.09
H: -7.89221 -12.59683 11.72410  0.09
H: -9.65166 -13.31313 13.05757  0.14
H: -10.04043 -14.35506 14.46301  0.13
H: -8.96134 -15.35598 11.69982  0.13
H: -10.59156 -15.50387 12.36864  0.14
H: -10.08768 -18.22005 12.00690  0.09
H: -8.74053 -18.64850 13.02495  0.06
H: -8.38992 -17.79409 11.65283  0.09
C: -2.59685 -19.60853 11.07181  -0.03
C: -3.75884 -18.74134 11.64894  -0.11
N: -4.09353 -18.93372 13.17721  -0.23
C: -5.39505 -18.25534 13.58430  0.01
C: -4.26530 -20.43979 13.51353  -0.14
C: -5.28906 -21.20974 12.59680  -0.02
C: -2.96895 -18.30192 14.02872  -0.05
C: -3.03153 -18.51313 15.57497  -0.14
O: -2.83624 -19.91253 15.78088  -0.19
C: -3.15165 -20.28574 17.08580  -0.13
H: -1.61693 -19.25032 11.38735  0.08
H: -2.71816 -19.47414 9.99696  0.10
H: -2.53570 -20.67124 11.30636  0.09
H: -4.69791 -19.04645 11.18722  0.11
H: -3.52621 -17.67871 11.57970  0.13
H: -5.69389 -18.33899 14.62919  0.08
H: -6.13954 -18.68898 12.91663  0.08
H: -5.29924 -17.20672 13.30264  0.10
H: -4.61977 -20.48031 14.54348  0.10
H: -3.29967 -20.94541 13.51793  0.13
H: -6.28322 -20.87388 12.89166  0.06
H: -5.16813 -22.28726 12.70832  0.08
H: -5.04153 -21.02357 11.55173  0.07
H: -2.92903 -17.21947 13.90701  0.14
H: -2.07836 -18.66015 13.51235  0.13
H: -3.89120 -18.08035 16.08658  0.12
H: -2.10752 -18.14936 16.02439  0.15
H: -2.91552 -21.34231 17.21233  0.09
H: -4.17011 -20.31401 17.47312  0.06
H: -2.57531 -19.91577 17.93377  0.10

## Properties
- largest force on an atom (eV/A) = 3.0
- LUMO (alpha / beta) (eV) = -8.039 / -13.808
- net charge = +4
- HOMO level (alpha / beta) (eV) = -18.273 / -18.273
- Kohn-Sham gap (alpha / beta) (Ha) = 0.37612 / 0.16410
- 2S+1 = 2

Question: The lowest net charge belongs to which entry?
Answer: C5H9KO4

Question: Which value of largest force on an atom does entry 3 give?
Answer: 1.7 eV/A

Repeat the third record exactly.
A structure of composition C5H9KO4 in a non-equilibrium geometry. Source: the Open Molecules 2025 dataset; level of theory: ωB97M-V/def2-TZVPD.

Last column: Löwdin charge in e.
Positions of all 19 atoms, in Å:
O: 2.48473 0.49881 1.54914  0.08
C: 1.42696 1.29463 1.53469  -0.58
C: 3.68261 1.28046 1.36693  -0.07
O: 0.31278 0.92778 1.23383  0.01
O: 1.77291 2.56659 1.64893  0.08
C: 3.20650 2.68762 1.74058  -0.07
K: -1.97648 -0.08207 0.29119  0.99
H: 4.45586 0.88645 2.03191  0.14
H: 3.53775 3.46438 1.04580  0.14
H: 3.45468 2.97025 2.76998  0.14
H: 3.99083 1.17670 0.29999  0.15
C: -2.25313 -2.62817 -2.15316  0.06
C: -3.66755 -2.20817 -2.05436  -0.32
O: -3.81053 -1.24446 -1.00534  -0.23
H: -1.77122 -2.64015 -3.13120  0.07
H: -1.80428 -3.18739 -1.32833  0.07
H: -4.31182 -3.08045 -1.82580  0.13
H: -4.02207 -1.78350 -3.00700  0.12
H: -4.70854 -0.89932 -1.00776  0.10

## Properties
- largest force on an atom (eV/A) = 1.7
- LUMO (alpha / beta) (eV) = -2.970 / -3.788
- net charge = +1
- HOMO level (alpha / beta) (eV) = -12.257 / -14.356
- Kohn-Sham gap (alpha / beta) (Ha) = 0.34129 / 0.38835
- energy above the lowest of the compared OMol25 structures with the same formula, charge and spin (kJ/mol) = 0.00
- 2S+1 = 2

Question: Which of these has the lowest net charge?
Answer: C5H9KO4